[1]
28
Properties=species:S:1:pos:R:3:nbo_charge:R:1 method="wB97M-V/def2-TZVPD" relative_energy_ev=2.506 multiplicity=1 lumo_energy_ha="-0.0106 / -0.0106" largest_force_ev_per_a=5.268 homo_lumo_gap_ha="0.334 / 0.334" charge=0 e_tot_ha=-662.51261
N -0.6740 1.7817 3.8714 -0.36
C -0.1082 0.9930 3.2010 0.40
N 0.7497 0.2349 2.5856 -0.55
C 0.7949 -0.2241 1.3957 0.72
N -0.3037 0.0679 0.1578 -0.45
C -1.7303 0.0719 0.5068 -0.24
C -2.4233 1.2818 -0.1140 -0.41
C -2.2618 1.2667 -1.6731 -0.40
C -0.7941 0.7571 -2.0696 -0.40
C -0.2378 -0.3674 -1.2569 -0.23
N 1.9696 -0.7800 0.9321 -0.43
C 2.0172 -1.8698 0.0819 -0.09
C 3.3060 -2.2253 -0.0825 -0.08
N 4.1013 -1.3842 0.6285 -0.44
C 3.2957 -0.5453 1.2054 0.21
H -2.0066 0.1232 1.5156 0.23
H -1.9503 -0.9090 0.0246 0.18
H -2.1178 2.3218 0.1996 0.23
H -3.4839 1.1682 0.1227 0.21
H -2.8539 0.5315 -2.1935 0.19
H -2.6413 2.2462 -2.0342 0.22
H -0.7460 0.5883 -3.0605 0.21
H -0.2386 1.6982 -1.9201 0.21
H -0.8963 -1.2445 -1.3835 0.17
H 0.7547 -0.5734 -1.5956 0.23
H 1.1271 -2.3589 -0.2722 0.22
H 3.7303 -3.0074 -0.6929 0.22
H 3.6217 0.3570 1.9200 0.23

---

[2]
25
Properties=species:S:1:pos:R:3:nbo_charge:R:1 method="wB97M-V/def2-TZVPD" relative_energy_ev=1.141 multiplicity=1 lumo_energy_ha=0.0299 largest_force_ev_per_a=3.599 homo_lumo_gap_ha=0.323 charge=0 e_tot_ha=-518.80097
C -2.0802 0.4730 -2.7518 -0.63
C -1.3737 0.3384 -1.4237 -0.05
C -1.9369 -0.2124 -0.3109 -0.07
N -0.9570 -0.1207 0.7346 -0.55
C 0.1717 0.4610 0.2207 0.16
C 1.4261 0.6307 0.8605 -0.25
C 2.2429 1.4575 0.1554 -0.21
C 2.0742 1.8776 -1.1699 -0.25
C 0.8854 1.5719 -1.8319 -0.17
C -0.0540 0.7922 -1.1050 -0.12
H -1.5162 1.0265 -3.5033 0.21
H -2.9600 1.0784 -2.5644 0.22
H -2.2459 -0.5316 -3.1380 0.22
H -2.9441 -0.3242 0.0569 0.21
H -1.1849 -0.2564 1.6943 0.41
H 1.5290 0.4629 1.9234 0.22
H 3.2905 1.6045 0.4385 0.21
H 2.7554 2.3700 -1.8562 0.22
H 0.6921 1.8349 -2.8617 0.21
C 0.7079 -2.5530 2.7625 -0.25
O -0.5423 -1.9363 3.1144 -0.73
H 0.6058 -3.1177 1.8473 0.18
H 1.5110 -1.8125 2.7335 0.17
H 0.9830 -3.1621 3.6306 0.18
H -1.0799 -1.9525 2.3443 0.46